{"formula": "C19H28Br40PS", "method": "ωB97M-V with the def2-TZVPD basis set", "largest_force_ev_per_a": 1.03, "gap_ev": 7.81, "charge": 1, "e_tot_ha": -104440.45286, "symbols": ["C", "C", "S", "C", "P", "C", "Br", "C", "C", "H", "H", "H", "H", "H", "H", "H", "H", "H", "H", "H", "H", "H", "H", "H", "C", "Br", "Br", "Br", "H", "C", "Br", "Br", "Br", "H", "C", "Br", "Br", "Br", "H", "C", "Br", "Br", "Br", "H", "C", "Br", "Br", "Br", "H", "C", "Br", "Br", "Br", "H", "C", "Br", "Br", "Br", "H", "C", "Br", "Br", "Br", "H", "C", "Br", "Br", "Br", "H", "C", "Br", "Br", "Br", "H", "C", "Br", "Br", "Br", "H", "C", "Br", "Br", "Br", "H", "C", "Br", "Br", "Br", "H"], "positions_angstrom": [[1.785, -0.167, 2.142], [1.516, -1.651, 2.333], [1.788, -2.113, 4.056], [1.681, -3.921, 4.044], [3.232, -4.598, 3.367], [3.255, -4.970, 1.569], [4.651, -3.863, 0.800], [1.894, -4.846, 0.918], [1.911, -4.736, -0.592], [0.854, 0.364, 2.228], [2.507, 0.189, 2.852], [2.137, -0.010, 1.144], [0.481, -1.855, 2.090], [2.123, -2.230, 1.659], [0.812, -4.292, 3.527], [1.636, -4.216, 5.075], [4.205, -3.651, 3.655], [3.592, -5.748, 4.078], [3.574, -5.992, 1.494], [1.304, -4.053, 1.332], [1.369, -5.757, 1.160], [2.608, -4.014, -0.965], [2.041, -5.694, -1.053], [0.935, -4.402, -0.893], [0.816, -3.538, -4.762], [0.847, -2.304, -3.281], [1.716, -5.185, -4.333], [-0.977, -3.849, -5.374], [1.359, -3.078, -5.571], [8.167, -2.003, 0.942], [7.318, -1.162, -0.570], [9.798, -2.885, 0.437], [8.443, -0.757, 2.380], [7.495, -2.763, 1.306], [-0.036, 2.427, -0.936], [0.698, 4.087, -1.555], [-1.952, 2.389, -1.066], [0.746, 0.917, -1.851], [0.216, 2.337, 0.108], [-0.478, 8.357, -0.956], [-1.838, 7.042, -0.612], [0.815, 8.425, 0.467], [0.365, 8.048, -2.658], [-0.960, 9.319, -0.999], [-5.672, 0.644, -1.570], [-5.037, 0.272, 0.211], [-5.651, 2.533, -1.937], [-4.693, -0.348, -2.893], [-6.699, 0.313, -1.616], [-2.770, -2.741, 2.897], [-1.894, -1.080, 2.465], [-4.590, -2.760, 2.304], [-1.804, -4.266, 2.223], [-2.786, -2.822, 3.974], [-5.512, -1.269, 6.344], [-5.728, -3.160, 6.053], [-3.785, -0.673, 5.726], [-6.936, -0.254, 5.548], [-5.548, -1.099, 7.408], [-9.235, -1.992, -1.313], [-8.649, -1.543, -3.089], [-10.468, -3.466, -1.316], [-7.735, -2.320, -0.149], [-9.759, -1.135, -0.923], [0.595, 8.304, -6.872], [1.997, 7.368, -5.936], [0.368, 10.094, -6.204], [0.901, 8.294, -8.771], [-0.325, 7.774, -6.691], [-5.840, -7.567, 5.156], [-6.181, -9.002, 3.925], [-4.618, -6.274, 4.412], [-7.465, -6.725, 5.743], [-5.365, -7.993, 6.025], [-0.301, 2.038, 6.524], [-0.742, 0.561, 5.363], [0.916, 3.253, 5.665], [-1.883, 2.928, 7.153], [0.204, 1.630, 7.384], [4.482, 4.137, -7.495], [5.871, 4.974, -6.468], [3.128, 3.379, -6.352], [3.699, 5.316, -8.801], [4.935, 3.322, -8.035], [5.334, 9.632, -6.660], [3.752, 10.720, -6.586], [5.612, 8.703, -4.996], [5.247, 8.423, -8.155], [6.182, 10.280, -6.808]]}